(1)
{
  "formula": "C36H44N3PPb",
  "method": "wB97M-V/def2-TZVPD",
  "charge": -2,
  "fmax_ha_per_bohr": 0.0687,
  "lumo_energy_ev": [4.54, 4.54],
  "e_homo_ha": [0.0669, 0.0293],
  "e_above_lowest_ev": 0.0000,
  "spin_multiplicity": 1,
  "species": ["Pb", "N", "N", "C", "C", "C", "C", "H", "H", "H", "C", "C", "H", "H", "H", "C", "C", "H", "H", "H", "C", "H", "H", "H", "C", "H", "H", "H", "C", "H", "C", "H", "C", "H", "C", "H", "C", "C", "H", "C", "C", "H", "C", "H", "N", "C", "C", "C", "H", "C", "C", "H", "H", "H", "C", "H", "C", "C", "H", "H", "H", "C", "H", "H", "H", "C", "P", "C", "C", "C", "C", "C", "C", "C", "H", "H", "H", "H", "H", "H", "H", "H", "H", "H", "H"],
  "positions_angstrom": [[-0.1843, 1.2420, -1.2181], [-3.1461, -1.8740, 1.3714], [-1.4094, -1.3685, -1.2259], [2.9933, 0.9430, 0.2616], [2.9382, -0.4228, 0.6444], [2.2159, -0.5077, 1.8668], [1.9456, -1.7320, 2.6437], [2.3950, -2.6037, 2.1549], [0.8664, -1.9129, 2.7398], [2.3597, -1.6641, 3.6602], [1.7647, 0.7956, 2.2057], [0.9026, 1.1686, 3.3481], [1.2645, 2.0942, 3.8184], [0.8986, 0.3736, 4.1043], [-0.1404, 1.3487, 3.0368], [2.2393, 1.6925, 1.2119], [1.9488, 3.1427, 1.1817], [0.8671, 3.3471, 1.0943], [2.4613, 3.6410, 0.3509], [2.2798, 3.6161, 2.1194], [3.4914, -1.5673, -0.1109], [4.4185, -1.9496, 0.3426], [3.7191, -1.2839, -1.1455], [2.7729, -2.3998, -0.1354], [3.6779, 1.4831, -0.9357], [3.0524, 1.4369, -1.8448], [4.5955, 0.9146, -1.1385], [3.9604, 2.5304, -0.7719], [-3.7357, -2.5823, 2.3137], [-4.7911, -2.3734, 2.4926], [-3.0683, -3.5867, 3.0384], [-3.5978, -4.1084, 3.8315], [-1.7431, -3.8700, 2.7027], [-1.2035, -4.6710, 3.2070], [-1.1189, -3.1365, 1.6976], [-0.1008, -3.3512, 1.3663], [-1.8353, -2.0698, 1.0699], [-1.1520, -1.1783, 0.1160], [-0.1580, -0.7885, 0.3891], [-1.4842, -0.2917, -2.0774], [-1.5194, -2.5825, -1.9695], [-1.4650, -3.5348, -1.4821], [-1.5976, -2.2274, -3.2590], [-1.6810, -2.8498, -4.1425], [-1.5456, -0.8440, -3.3369], [-1.5013, 0.0650, -4.4453], [-0.2375, 0.4548, -4.9248], [-0.0698, 1.7700, -5.3724], [0.9275, 2.0877, -5.6985], [-1.1272, 2.6851, -5.3473], [-0.9186, 4.1318, -5.6658], [-0.6977, 4.7316, -4.7725], [-1.8291, 4.5399, -6.1120], [-0.0907, 4.2517, -6.3671], [-2.3996, 2.2381, -4.9710], [-3.2389, 2.9403, -4.9790], [-2.6123, 0.9273, -4.5594], [-3.9654, 0.4581, -4.1194], [-4.2007, -0.5356, -4.5248], [-4.7348, 1.1513, -4.4799], [-4.0560, 0.4103, -3.0252], [0.9486, -0.4578, -4.8095], [0.7068, -1.4892, -5.1035], [1.3673, -0.4625, -3.7865], [1.7419, -0.0848, -5.4735], [-3.9700, 2.3660, -0.8388], [-2.2917, 2.8592, -0.3486], [-2.2073, 4.5503, -1.0335], [-2.4454, 3.0686, 1.4539], [-1.7476, 4.0983, 2.1120], [-1.8554, 4.2383, 3.4971], [-2.6337, 3.3430, 4.2386], [-3.3047, 2.2984, 3.5914], [-3.2135, 2.1596, 2.2068], [-4.0916, 1.2831, -0.7028], [-4.7026, 2.9011, -0.2153], [-4.1283, 2.6145, -1.8996], [-2.3824, 4.5103, -2.1160], [-2.9782, 5.1782, -0.5690], [-1.2213, 5.0017, -0.8680], [-1.1253, 4.7914, 1.5382], [-1.3334, 5.0620, 3.9917], [-2.7242, 3.4676, 5.3185], [-3.9091, 1.5950, 4.1727], [-3.7378, 1.3343, 1.7149]],
  "mulliken_charge": [0.188, -0.407, 0.502, 0.031, 0.584, 0.697, -1.625, 0.401, 0.261, 0.324, 0.710, -1.293, 0.352, 0.401, -0.058, 0.466, -1.083, -0.118, 0.289, 0.342, -1.971, 0.247, 0.439, 0.365, -1.356, 0.045, 0.407, 0.426, -0.379, 0.363, -0.477, 0.350, -0.353, 0.371, -0.805, 0.556, -0.288, -0.321, 0.149, -0.220, -0.553, 0.500, -0.974, 0.264, 1.566, -1.629, 1.278, -0.756, 0.154, 0.710, -1.645, 0.213, 0.375, 0.414, -0.478, 0.130, 1.150, -1.546, 0.334, 0.502, 0.027, -1.286, 0.305, 0.056, 0.526, -1.306, 0.717, -1.401, 0.844, -0.563, -0.556, -0.494, -0.512, -0.433, 0.236, 0.496, 0.422, 0.358, 0.412, 0.345, 0.172, 0.339, 0.333, 0.380, 0.066]
}



(2)
{
  "formula": "C36H45BF31O18Sn",
  "method": "wB97M-V/def2-TZVPD",
  "charge": 1,
  "fmax_ha_per_bohr": 0.0960,
  "lumo_energy_ev": -6.29,
  "e_homo_ha": -0.4737,
  "e_above_lowest_ev": 2.6824,
  "spin_multiplicity": 1,
  "species": ["Sn", "B", "F", "F", "F", "F", "C", "C", "O", "C", "O", "C", "F", "F", "F", "H", "H", "H", "H", "H", "C", "C", "O", "C", "O", "C", "F", "F", "F", "H", "H", "H", "H", "H", "C", "C", "O", "C", "O", "C", "F", "F", "F", "H", "H", "H", "H", "H", "C", "C", "O", "C", "O", "C", "F", "F", "F", "H", "H", "H", "H", "H", "C", "C", "O", "C", "O", "C", "F", "F", "F", "H", "H", "H", "H", "H", "C", "C", "O", "C", "O", "C", "F", "F", "F", "H", "H", "H", "H", "H", "C", "C", "O", "C", "O", "C", "F", "F", "F", "H", "H", "H", "H", "H", "C", "C", "O", "C", "O", "C", "F", "F", "F", "H", "H", "H", "H", "H", "C", "C", "O", "C", "O", "C", "F", "F", "F", "H", "H", "H", "H", "H"],
  "positions_angstrom": [[-2.0355, 1.2817, -2.8577], [-0.1839, 0.1739, -0.3336], [-1.1505, 1.1369, -0.0652], [0.7294, 0.7704, -1.1764], [0.4428, -0.2397, 0.8183], [-0.8010, -0.8948, -0.9391], [0.4475, -4.4103, 1.2798], [0.2382, -3.8218, -0.0726], [0.9695, -4.7914, -0.8747], [0.4801, -6.0545, -1.1168], [-0.6048, -6.5171, -0.6796], [1.4027, -6.9116, -2.0093], [1.5337, -8.1063, -1.4801], [0.9341, -7.1278, -3.2091], [2.6223, -6.3503, -2.0888], [-0.3569, -5.0673, 1.6105], [0.4491, -3.6425, 2.0535], [1.3760, -4.9732, 1.3752], [0.7253, -2.8477, -0.1178], [-0.7959, -3.6990, -0.3946], [4.1611, 0.0020, 0.5671], [3.3851, -1.0973, -0.1321], [4.2002, -2.1108, -0.6395], [4.3195, -3.2475, 0.0791], [3.6820, -3.5500, 1.0730], [5.2994, -4.2042, -0.5520], [4.6711, -5.3309, -0.7340], [5.7680, -3.6782, -1.7412], [6.3519, -4.3905, 0.3011], [4.8079, 0.4234, -0.2024], [4.7564, -0.2980, 1.4295], [3.3842, 0.7141, 0.8455], [3.0330, -0.6697, -1.0709], [2.5031, -1.3547, 0.4543], [2.7564, -3.4567, -3.2752], [1.3506, -2.9633, -3.4842], [1.1075, -2.6054, -4.8155], [0.1969, -1.6590, -5.1167], [-0.4258, -0.9560, -4.2829], [-0.0334, -1.4273, -6.6091], [-1.1558, -0.7110, -6.8663], [1.0720, -0.8528, -7.1149], [-0.0646, -2.6660, -7.2127], [3.0486, -4.1713, -4.0447], [2.9298, -3.8491, -2.2732], [3.4724, -2.6349, -3.2615], [1.1436, -2.1927, -2.7416], [0.7356, -3.8547, -3.3597], [-3.2110, 1.4564, 3.8164], [-2.8277, 1.9724, 2.4408], [-3.8704, 2.8509, 1.9220], [-3.9306, 3.3144, 0.6356], [-3.2370, 2.9166, -0.2716], [-5.0013, 4.4143, 0.3540], [-5.2683, 4.9894, 1.4733], [-4.5333, 5.2696, -0.5064], [-6.1492, 3.8540, -0.0553], [-3.2394, 2.2671, 4.5445], [-2.5508, 0.7000, 4.2405], [-4.1662, 0.9313, 3.8231], [-2.6124, 1.1773, 1.7270], [-1.9404, 2.6054, 2.4499], [0.3894, 4.1520, -0.5985], [-0.6479, 5.1730, -0.2928], [-0.9456, 6.0546, -1.3491], [-1.6281, 5.6290, -2.4398], [-2.0493, 4.4977, -2.6985], [-1.5920, 6.6473, -3.5893], [-2.8233, 6.9986, -3.9454], [-0.9204, 7.6666, -3.3264], [-1.0138, 6.1240, -4.6701], [1.3938, 4.5123, -0.8212], [0.0576, 3.7401, -1.5516], [0.4068, 3.4070, 0.1970], [-0.2873, 5.8177, 0.5087], [-1.6166, 4.7240, -0.0734], [2.7334, 2.3219, 7.6472], [2.2058, 1.1559, 6.8460], [2.3666, 1.4189, 5.4644], [1.4706, 2.1295, 4.7360], [0.3512, 2.3774, 5.1159], [1.8676, 2.4684, 3.2523], [2.9921, 1.8747, 2.8552], [0.9044, 2.1308, 2.4416], [2.0397, 3.7937, 3.1701], [2.9927, 2.0482, 8.6699], [1.9841, 3.1064, 7.7535], [3.6485, 2.7093, 7.1993], [1.1510, 0.9703, 7.0489], [2.8137, 0.2711, 7.0346], [-3.3960, -3.4858, 1.2532], [-3.3253, -2.2410, 0.3996], [-4.6291, -1.6021, 0.4994], [-5.0509, -0.6848, -0.3667], [-4.4333, -0.1730, -1.2964], [-6.5850, -0.2704, -0.1799], [-7.2493, -1.3681, 0.3411], [-6.6259, 0.7879, 0.6141], [-7.0793, 0.0852, -1.3487], [-4.0717, -4.2927, 0.9696], [-3.7078, -3.1613, 2.2460], [-2.4362, -3.9949, 1.3414], [-3.0652, -2.4620, -0.6355], [-2.5258, -1.5739, 0.7220], [0.2239, 3.3978, -7.5544], [0.5661, 3.9536, -6.1450], [1.6194, 3.2301, -5.6476], [1.6221, 2.5796, -4.4697], [0.6424, 2.4973, -3.7076], [2.9154, 1.8207, -4.1636], [3.0124, 0.7946, -4.9574], [4.0206, 2.5529, -4.3405], [2.9395, 1.3464, -2.9203], [-0.1508, 2.3823, -7.4262], [1.1147, 3.3492, -8.1806], [-0.4906, 3.9918, -8.1242], [-0.3243, 4.0535, -5.5243], [0.9043, 4.9807, -6.2817], [1.6284, -1.2677, 3.7977], [0.1197, -0.9940, 3.7789], [-0.6547, -1.9070, 4.5034], [-0.7845, -1.9279, 5.8591], [-0.0033, -1.3017, 6.5936], [-2.0125, -2.7158, 6.3226], [-1.5883, -3.8005, 6.9936], [-2.6840, -1.9633, 7.1846], [-2.8922, -3.0728, 5.4031], [2.0231, -1.3496, 4.8104], [2.2913, -0.6949, 3.1491], [1.8718, -2.2797, 3.4740], [-0.2464, -0.9849, 2.7523], [-0.0891, 0.0121, 4.1425]],
  "mulliken_charge": [1.531, -1.135, 0.369, 0.240, 0.084, 0.053, -1.429, 0.971, 0.295, 0.288, -0.563, 0.748, -0.271, -0.276, -0.146, 0.464, -0.116, 0.499, -1.090, 0.404, -1.285, 1.467, -0.365, 0.388, -0.523, 0.918, -0.199, -0.259, -0.268, 0.403, 0.416, 0.054, -0.389, -0.284, -0.877, 0.853, -0.325, 0.201, -0.340, 0.772, -0.210, -0.211, -0.244, 0.473, -0.324, 0.448, -0.178, -0.012, -1.219, 1.120, -0.343, 0.566, -0.509, 0.700, -0.258, -0.153, -0.248, 0.397, -0.005, 0.394, -0.531, 0.078, 0.250, 0.178, -0.293, 0.353, -0.395, 0.695, -0.263, -0.241, -0.222, 0.478, -0.400, -0.313, 0.326, -0.235, -1.378, -0.054, -0.187, 0.278, -0.560, 0.981, -0.222, -0.174, -0.312, 0.424, 0.322, 0.318, 0.295, 0.316, -1.199, 0.705, -0.219, 0.405, -0.373, 0.676, -0.236, -0.181, -0.227, 0.368, 0.380, 0.097, 0.284, -0.414, -1.184, 0.110, -0.279, 0.233, -0.378, 0.896, -0.245, -0.266, -0.231, 0.221, 0.334, 0.390, 0.104, 0.275, -1.401, 1.399, -0.261, 0.380, -0.510, 0.777, -0.257, -0.255, -0.183, 0.427, 0.158, 0.464, -0.686, -0.070]
}



(3)
{
  "formula": "C36H46AsBInN6Si2",
  "method": "wB97M-V/def2-TZVPD",
  "charge": 1,
  "fmax_ha_per_bohr": 0.0143,
  "lumo_energy_ev": -2.04,
  "e_homo_ha": -0.3913,
  "spin_multiplicity": 1,
  "species": ["In", "C", "C", "C", "C", "N", "N", "B", "N", "N", "C", "C", "C", "C", "C", "C", "C", "C", "C", "C", "N", "N", "C", "C", "C", "C", "C", "C", "C", "C", "C", "C", "C", "C", "C", "C", "C", "C", "H", "H", "H", "H", "H", "H", "H", "H", "H", "H", "H", "H", "H", "H", "H", "H", "H", "H", "H", "H", "H", "H", "H", "H", "H", "H", "H", "H", "C", "Si", "C", "C", "As", "Si", "C", "C", "C", "H", "H", "H", "H", "H", "H", "H", "H", "H", "H", "H", "H", "H", "H", "H", "H", "H", "H"],
  "positions_angstrom": [[-0.0529, -0.2945, 0.1311], [0.5403, -2.7479, 5.0764], [0.3427, -1.5603, 4.1931], [0.2170, -0.2331, 4.5462], [0.0347, 0.4650, 3.3555], [0.0744, -0.3967, 2.3262], [0.2628, -1.6383, 2.8554], [0.2939, -2.9051, 1.9902], [-1.0151, -3.0532, 1.1732], [-1.3748, -2.1078, 0.2472], [-2.4329, -2.6059, -0.4148], [-2.7632, -3.8538, 0.1091], [-1.8509, -4.0995, 1.1145], [-1.7346, -5.2927, 2.0058], [-3.1269, -1.9754, -1.5516], [-3.3765, -2.7636, -2.6751], [-4.1058, -2.2659, -3.7415], [-4.6159, -0.9778, -3.6850], [-4.3805, -0.1929, -2.5661], [-3.6280, -0.6804, -1.5059], [1.4546, -2.8538, 0.9843], [1.5711, -1.8456, 0.0702], [2.5786, -2.1999, -0.7561], [3.1602, -3.3803, -0.2971], [2.4119, -3.7727, 0.7934], [2.5476, -5.0012, 1.6327], [2.9672, -1.4950, -1.9927], [2.0444, -1.2790, -3.0093], [2.4404, -0.6934, -4.2038], [3.7674, -0.3409, -4.3953], [4.7014, -0.5794, -3.3932], [4.3055, -1.1632, -2.2008], [-0.1584, 1.9228, 3.2524], [-1.1684, 2.4955, 2.4860], [-1.3848, 3.8652, 2.5326], [-0.5861, 4.6790, 3.3208], [0.4338, 4.1165, 4.0756], [0.6377, 2.7464, 4.0488], [0.6356, -2.4131, 6.1070], [1.4392, -3.3025, 4.8093], [-0.3047, -3.4345, 5.0171], [0.2169, 0.1718, 5.5444], [0.4417, -3.8518, 2.6987], [-3.5754, -4.4899, -0.2009], [-2.5337, -5.9928, 1.7737], [-1.8170, -5.0160, 3.0570], [-0.7816, -5.8046, 1.8719], [-2.9812, -3.7714, -2.7132], [-4.2838, -2.8866, -4.6103], [-5.2075, -0.5895, -4.5040], [-4.8055, 0.7959, -2.5149], [-3.4920, -0.0805, -0.6142], [3.9785, -3.9138, -0.7513], [3.4002, -5.5789, 1.2832], [1.6596, -5.6304, 1.5650], [2.7040, -4.7584, 2.6838], [1.0211, -1.6066, -2.8853], [1.7121, -0.5252, -4.9867], [4.0789, 0.1086, -5.3295], [5.7404, -0.3164, -3.5455], [5.0297, -1.3504, -1.4168], [-1.8402, 1.8680, 1.9107], [-2.1905, 4.3012, 1.9618], [-0.7605, 5.7469, 3.3500], [1.0636, 4.7425, 4.6947], [1.4292, 2.3079, 4.6444], [1.1438, 4.1416, 0.5775], [1.7332, 2.8306, -0.6028], [2.6375, 3.5841, -2.0494], [2.8584, 1.7345, 0.4010], [0.0385, 1.5014, -1.6836], [-1.7345, 3.0956, -1.9646], [-3.1764, 3.1717, -0.7788], [-1.0153, 4.8118, -2.1111], [-2.2540, 2.6023, -3.6833], [1.8517, 4.9766, 0.5471], [1.1351, 3.7402, 1.5932], [0.1543, 4.5336, 0.3669], [3.1411, 4.5075, -1.7500], [1.9665, 3.8210, -2.8777], [3.3878, 2.8864, -2.4244], [3.6021, 2.3557, 0.9119], [3.3866, 1.0097, -0.2135], [2.3076, 1.1990, 1.1835], [-3.1306, 4.1139, -0.2322], [-3.2269, 2.3594, -0.0555], [-4.1118, 3.1829, -1.3395], [-1.0383, 5.3675, -1.1744], [-1.6413, 5.3455, -2.8336], [0.0081, 4.8268, -2.4918], [-2.6062, 1.5717, -3.7398], [-1.3878, 2.6921, -4.3453], [-3.0379, 3.2658, -4.0622]],
  "mulliken_charge": [0.150, -1.438, 0.950, -1.196, -0.638, 0.127, 0.590, -1.422, 1.006, -0.275, 0.000, -1.179, 0.856, -1.312, 0.168, -0.617, -0.717, -0.410, -0.777, 0.027, 0.612, 0.073, -0.482, -1.225, 0.986, -1.305, 0.641, -0.138, -0.776, -0.485, -0.712, -0.463, 0.725, 0.247, -0.789, -0.422, -0.804, -0.689, 0.413, 0.259, 0.243, 0.652, 0.002, 0.635, 0.388, 0.238, 0.200, 0.477, 0.417, 0.419, 0.458, 0.590, 0.581, 0.396, 0.197, 0.237, 0.636, 0.465, 0.414, 0.414, 0.474, 0.592, 0.466, 0.422, 0.394, 0.468, -0.252, 0.658, -1.208, -0.893, -0.050, 0.624, -1.174, -1.118, -1.222, 0.516, -0.241, -0.095, 0.398, 0.326, 0.326, 0.511, 0.096, 0.170, 0.427, 0.270, 0.492, 0.321, 0.439, 0.228, 0.279, 0.343, 0.398]
}